Version a
{"formula": "C6H11NO", "method": "ωB97M-V with the def2-TZVPD basis set", "species": ["C", "C", "C", "H", "H", "H", "H", "H", "H", "C", "N", "C", "C", "O", "H", "H", "H", "H", "H"], "coordinates": [[-1.1816, -0.6980, -1.6277], [0.0564, -0.2495, -0.9094], [1.2141, 0.1291, -1.4849], [0.2598, -1.3117, -0.0051], [-0.9128, -1.3705, -2.4426], [-1.7184, 0.1614, -2.0307], [-1.8479, -1.2254, -0.9426], [2.0842, 0.4545, -0.9350], [1.2649, 0.1689, -2.5648], [-0.1237, -0.9624, 1.1300], [1.0818, -0.8916, 1.8383], [-0.6300, 0.8190, 0.4971], [0.0050, 1.8761, 1.0001], [-1.1691, -1.4610, 1.5126], [0.9330, -0.4896, 2.7572], [1.8320, -0.4278, 1.3455], [-1.7115, 0.8173, 0.4191], [1.0868, 1.9073, 1.0904], [-0.5232, 2.7540, 1.3527]], "orbital_gap_ev": 7.414, "homo_ev": -7.52, "total_charge": 0}

Version b
{"formula": "C6H11NO", "method": "ωB97M-V with the def2-TZVPD basis set", "species": ["C", "C", "C", "O", "H", "H", "H", "H", "H", "H", "C", "C", "N", "C", "H", "H", "H", "H", "H"], "coordinates": [[-1.5028, 1.3287, -0.4341], [-1.9049, -0.0742, -0.7136], [-2.9193, -0.8081, 0.0447], [-1.6617, -1.0170, 0.5637], [-1.7921, 1.6167, 0.5745], [-1.9272, 1.9963, -1.1823], [-0.4110, 1.4043, -0.4932], [-1.6372, -0.4527, -1.7001], [-3.6339, -0.2105, 0.6256], [-3.3577, -1.6700, -0.4664], [2.5492, -0.5153, 1.7294], [1.5614, -0.3727, 0.8501], [1.6614, 0.3465, -0.3318], [2.5660, 0.1423, -1.1816], [2.3857, -1.0103, 2.6718], [3.5302, -0.0995, 1.5507], [0.5585, -0.7397, 1.0394], [2.6266, 0.7927, -2.0460], [3.3088, -0.6571, -1.1008]], "orbital_gap_ev": 10.040, "homo_ev": -8.97, "total_charge": 0, "smiles": "C[C@@H]1CO1.C=CN=C"}

Version c
{"formula": "C6H11NO", "method": "ωB97M-V with the def2-TZVPD basis set", "species": ["C", "N", "C", "C", "C", "C", "C", "O", "H", "H", "H", "H", "H", "H", "H", "H", "H", "H", "H"], "coordinates": [[1.6178, 0.9449, -2.2388], [0.6880, 1.6732, -1.9453], [-0.8168, -0.7249, 1.0226], [-0.1889, -0.6447, -0.1967], [1.1457, -0.8704, 0.3620], [1.7176, -1.9215, 0.9437], [-1.5591, 0.5341, 1.5896], [-2.8189, 0.4643, 1.2604], [1.7962, -0.0187, -1.7059], [2.3239, 1.0757, -3.0722], [-2.9046, 1.6621, -1.1574], [-2.9469, 2.1192, -1.7390], [-0.9612, 1.3378, 1.1038], [-0.5524, 0.0335, -0.9803], [-0.9169, -1.6808, 1.5267], [1.7501, 0.0307, 0.2334], [2.6525, -1.7711, 1.4600], [1.3006, -2.9164, 0.8691], [-1.3265, 0.6729, 2.6643]], "orbital_gap_ev": 4.204, "homo_ev": -7.46, "total_charge": 0}

It is version b that is the most stable of them.

Version a
{"formula": "C6H11NO", "method": "ωB97M-V with the def2-TZVPD basis set", "species": ["C", "C", "C", "C", "C", "N", "C", "O", "H", "H", "H", "H", "H", "H", "H", "H", "H", "H", "H"], "coordinates": [[0.6481, 3.0180, -0.1079], [0.7736, 1.7009, -0.0412], [-0.4045, 0.8196, -0.3369], [-0.4156, -0.5478, 0.3477], [-1.8077, -1.2051, 0.4199], [0.4768, -1.4559, -0.3935], [1.6916, -1.8898, 0.0264], [2.2887, -2.7519, -0.5880], [-0.3019, 3.5131, -0.2666], [1.4753, 3.6950, 0.0021], [1.6828, 1.1961, 0.2644], [-0.4976, 0.6352, -1.4160], [-1.3716, 1.2975, -0.1727], [-0.0392, -0.5277, 1.3680], [-1.8653, -1.7730, 1.3392], [-2.6192, -0.5001, 0.2571], [-1.9494, -1.8941, -0.4073], [0.1147, -1.9866, -1.1726], [2.1204, -1.3435, 0.8777]], "orbital_gap_ev": 10.567, "homo_ev": -9.62, "total_charge": 0, "smiles": "C=CC[C@@H](C)NC=O"}

Version b
{"formula": "C6H11NO", "method": "ωB97M-V with the def2-TZVPD basis set", "species": ["C", "C", "C", "C", "C", "C", "H", "H", "H", "H", "H", "H", "H", "H", "H", "H", "H", "N", "O"], "coordinates": [[0.5268, -0.9416, -1.5116], [-0.6053, -0.3053, -0.4539], [-1.0668, -1.4855, 0.5635], [-0.0864, -0.2837, 0.9261], [1.0326, 0.6398, 0.6026], [0.3698, 1.6687, -0.3887], [0.0762, -2.1282, -2.0187], [0.6727, -0.2041, -2.3170], [1.4296, -1.2999, -0.8966], [-1.9701, -1.5964, 1.0886], [-0.7610, -2.5683, 0.1761], [-0.5087, 0.9323, 2.7966], [1.5889, 0.7533, 1.4369], [1.7658, 0.0271, 0.0129], [0.1420, 2.6450, 0.1063], [1.1223, 1.5118, -1.4684], [-1.5225, 1.0775, 0.4050], [-1.0098, 1.1260, -0.6422], [-1.1963, 0.4318, 1.5824]], "orbital_gap_ev": 7.806, "homo_ev": -8.57, "total_charge": 0}

Version c
{"formula": "C6H11NO", "method": "ωB97M-V with the def2-TZVPD basis set", "species": ["C", "C", "C", "C", "C", "C", "H", "H", "H", "H", "H", "H", "H", "H", "H", "H", "H", "N", "O"], "coordinates": [[-0.1674, 1.2600, 1.0433], [-0.3346, 0.5592, -0.2395], [-1.8082, 0.2630, -0.5212], [-0.2326, -0.9384, -0.1085], [1.1267, -1.2275, 0.4965], [1.8920, -0.0482, -0.2580], [-0.3074, 2.3360, 0.8683], [0.8534, 1.2159, 1.4658], [-0.8387, 1.0026, 1.8249], [-2.5316, 0.9709, -0.1665], [-1.9386, 0.0506, -1.6595], [-0.1069, -1.3036, -1.0674], [1.4901, -2.2279, 0.2730], [1.2721, -0.9670, 1.5891], [2.4401, -0.5361, -1.0312], [2.5963, 0.5915, 0.3988], [1.0340, 1.8415, -0.7782], [0.8894, 0.8262, -0.8987], [-1.6305, -0.9958, 0.2623]], "orbital_gap_ev": 9.773, "homo_ev": -8.76, "total_charge": 0}

Version d
{"formula": "C6H11NO", "method": "ωB97M-V with the def2-TZVPD basis set", "species": ["C", "C", "C", "C", "C", "C", "O", "N", "H", "H", "H", "H", "H", "H", "H", "H", "H", "H", "H"], "coordinates": [[0.3962, 0.9769, 0.4462], [-0.4858, 0.7248, 1.4992], [1.8815, 0.8045, 0.5932], [0.0304, -0.6867, -1.2148], [-0.4277, -1.5880, -0.3190], [0.3443, -0.2364, -2.3989], [-2.4756, -0.6037, -0.2851], [-1.5384, -1.4318, 0.4358], [-3.3036, -0.8113, 0.1630], [0.0579, 1.6252, -0.3516], [0.2763, -2.2952, 0.1137], [-0.0522, 0.4845, 2.4689], [-1.4078, 1.2979, 1.5317], [-1.0581, -0.4937, 1.2199], [2.1198, -0.0519, 1.2274], [2.3128, 1.6930, 1.0697], [2.3807, 0.6704, -0.3663], [0.0854, -0.7853, -3.2992], [0.8639, 0.7070, -2.5338]], "orbital_gap_ev": 9.463, "homo_ev": -8.48, "total_charge": 0}

It is version a that is the most stable of them.

Version a
{"formula": "C6H11NO", "method": "ωB97M-V with the def2-TZVPD basis set", "species": ["C", "C", "O", "C", "C", "C", "C", "N", "H", "H", "H", "H", "H", "H", "H", "H", "H", "H", "H"], "coordinates": [[0.9433, -1.9038, 1.3569], [1.3631, -0.7106, 0.5428], [2.5308, -0.5289, 0.2049], [0.3313, 0.3169, 0.2271], [0.2955, 1.4817, 1.1638], [-0.4656, 0.1308, -0.8449], [-1.4138, 1.2090, -1.3197], [-0.4559, -1.0386, -1.6016], [-0.0664, -1.7747, 1.7554], [0.9750, -2.8001, 0.7332], [1.6300, -2.0127, 2.2017], [0.6097, 2.4017, 0.6633], [0.9566, 1.3264, 2.0234], [-0.7164, 1.6184, 1.5620], [-2.4192, 1.0406, -0.9245], [-1.0824, 2.2110, -1.0285], [-1.4692, 1.2115, -2.4149], [-1.4149, -1.3580, -1.7526], [-0.1313, -0.8205, -2.5475]], "orbital_gap_ev": 9.819, "homo_ev": -9.00, "total_charge": 0, "smiles": "CC(=O)/C(C)=C(/C)N"}

Version b
{"formula": "C6H11NO", "method": "ωB97M-V with the def2-TZVPD basis set", "species": ["C", "C", "O", "N", "C", "C", "C", "C", "H", "H", "H", "H", "H", "H", "H", "H", "H", "H", "H"], "coordinates": [[-0.0654, -0.0766, 2.4488], [0.5468, 0.5457, 1.2395], [1.5641, 1.2080, 1.2530], [-0.0782, 0.2270, 0.0633], [-1.2008, -0.7048, -0.0847], [-1.2737, -0.9667, -1.5848], [0.1291, -0.6643, -2.0747], [0.5025, 0.5492, -1.2217], [-0.2887, -1.1447, 2.3645], [0.5906, 0.0146, 3.3110], [-0.9874, 0.4238, 2.7336], [-2.1837, -0.3389, 0.2341], [-0.9139, -1.6315, 0.4154], [-1.9690, -0.2709, -2.0609], [-1.6966, -1.9437, -1.7599], [0.7926, -1.5003, -1.8097], [0.2840, -0.4458, -3.1304], [0.0235, 1.4696, -1.5978], [1.5696, 0.7334, -1.2884]], "orbital_gap_ev": 9.919, "homo_ev": -9.07, "total_charge": 0, "smiles": "CC(=O)N1CCCC1"}

Version c
{"formula": "C6H11NO", "method": "ωB97M-V with the def2-TZVPD basis set", "species": ["C", "C", "C", "N", "C", "C", "C", "O", "H", "H", "H", "H", "H", "H", "H", "H", "H", "H", "H"], "coordinates": [[2.1806, 0.3374, -0.0885], [0.7089, 0.3440, 0.2499], [0.2798, -0.0977, 1.4382], [0.9517, -0.8781, 2.3949], [-0.2895, 0.5399, -0.8877], [-1.4197, -0.5102, -1.0048], [-2.7279, 0.1518, -1.3299], [-3.5128, -0.2533, -2.1483], [2.3088, 0.1316, -1.1551], [2.7302, -0.4829, 0.3848], [2.7223, 1.2592, 0.1233], [-0.7473, 0.1263, 1.7192], [1.9389, -0.9347, 2.1749], [0.8744, -0.4878, 3.3279], [0.2974, 0.4771, -1.8042], [-0.7307, 1.5425, -0.8568], [-1.0768, -1.2506, -1.7296], [-1.5584, -1.0774, -0.0819], [-2.9299, 1.0629, -0.7261]], "orbital_gap_ev": 9.044, "homo_ev": -8.18, "total_charge": 0, "smiles": "C/C(=C\\N)CCC=O"}

It is version b that is the most stable of them.

Version a
{"formula": "C5H9Cl2N", "method": "ωB97M-V with the def2-TZVPD basis set", "species": ["C", "C", "C", "C", "C", "N", "Cl", "Cl", "H", "H", "H", "H", "H", "H", "H", "H", "H"], "coordinates": [[2.4582, -0.0123, 0.1040], [-0.3839, 0.9450, -0.9794], [-1.0979, -1.3692, -0.4455], [-0.7964, 0.3304, 1.4369], [-0.5246, -0.0893, 0.0621], [1.4419, -0.6772, 0.2450], [3.9982, -0.8742, -0.1030], [2.6422, 1.7621, -0.0465], [0.1057, 1.7882, -0.5213], [0.2190, 0.6220, -1.9819], [-1.3102, 1.2776, -1.4330], [-2.0187, -1.7529, -0.0175], [-0.3306, -2.0626, -0.3443], [-1.1762, -1.1532, -1.4941], [-0.6034, -0.3995, 2.3599], [-0.6159, 1.3821, 1.8031], [-2.0076, 0.2830, 1.3555]], "orbital_gap_ev": 9.168, "homo_ev": -8.88, "total_charge": 0}

Version b
{"formula": "C5H9Cl2N", "method": "ωB97M-V with the def2-TZVPD basis set", "species": ["Cl", "C", "Cl", "C", "N", "C", "C", "C", "H", "H", "H", "H", "H", "H", "H", "H", "H"], "coordinates": [[2.5806, -2.1087, 0.0790], [2.3212, -0.3443, 0.1503], [3.6397, 0.5716, 0.9281], [0.9618, -0.0898, 0.7822], [-0.1719, -0.3974, -0.0623], [-1.4881, -0.3255, 0.5669], [-2.0475, 0.2352, -0.7795], [-0.5848, 0.5559, -1.0796], [2.2906, -0.1181, -0.9392], [0.8165, 0.9704, 1.0789], [0.9398, -0.6585, 1.6934], [-1.6160, 0.4531, 1.3932], [-1.8435, -1.3079, 0.9309], [-2.8723, 1.0331, -0.5581], [-2.3797, -0.5930, -1.4108], [-0.4888, 1.6134, -0.7223], [-0.0574, 0.5105, -2.0510]], "orbital_gap_ev": 10.051, "homo_ev": -9.10, "total_charge": 0, "smiles": "ClC(Cl)CN1CCC1"}

It is version b that is the most stable of them.

Version a
{"formula": "C3H3NO2", "method": "ωB97M-V with the def2-TZVPD basis set", "species": ["C", "O", "C", "O", "C", "N", "H", "H", "H"], "coordinates": [[0.6986, -0.8175, 0.7703], [-0.6054, -0.6604, 0.1959], [-0.7109, 0.1463, -0.8714], [-0.8864, -0.2234, -1.9942], [-0.6946, 1.5860, -0.5279], [-0.7394, 2.7150, -0.2790], [1.0853, 0.1315, 1.1596], [0.5807, -1.5327, 1.5846], [1.3797, -1.2283, 0.0189]], "orbital_gap_ev": 11.405, "homo_ev": -11.74, "total_charge": 0, "smiles": "COC(=O)C#N"}

Version b
{"formula": "C3H3NO2", "method": "ωB97M-V with the def2-TZVPD basis set", "species": ["C", "O", "C", "O", "C", "N", "H", "H", "H"], "coordinates": [[0.8121, 0.7393, 1.4290], [0.5640, -0.3224, 0.9103], [-0.5197, -2.2157, -0.7649], [-0.2858, -3.0990, -0.0943], [-0.7968, 0.7794, -1.6062], [-1.3207, 1.5907, -2.2370], [-0.3245, 0.0334, -0.9911], [0.2983, 1.6720, 1.1300], [1.5732, 0.8222, 2.2241]], "orbital_gap_ev": 11.236, "homo_ev": -11.13, "total_charge": 0}

It is version a that is the most stable of them.